No. 1
14
Properties=species:S:1:pos:R:3 method="wB97M-V/def2-TZVPD" smiles=C[C@@H]1O[C@@H]1CS total_energy_ev=-17156.9863 total_charge=0 e_homo_ha=-0.336
C -1.91 -0.51 0.63
C -0.56 -0.04 1.05
O -0.15 1.32 0.60
C 0.67 0.13 0.28
C 1.13 -0.32 -1.11
S 2.39 0.82 -1.57
H -2.46 0.25 0.90
H -2.29 -1.54 1.02
H -1.51 -0.51 -0.53
H -0.46 -0.08 2.14
H 1.48 0.17 1.07
H 0.33 -0.46 -1.92
H 1.92 -1.12 -1.06
H 1.41 1.90 -1.52

---

No. 2
14
Properties=species:S:1:pos:R:3 method="wB97M-V/def2-TZVPD" smiles="CSCCC=O" total_energy_ev=-17159.5520 total_charge=0 e_homo_ha=-0.319
C 1.38 -1.35 0.30
S 1.52 -0.04 -0.84
C 0.42 1.16 -0.08
C -0.97 0.69 0.29
C -1.63 -0.09 -0.75
O -2.39 -0.99 -0.46
H 0.48 -1.95 0.09
H 2.30 -1.83 0.14
H 1.35 -0.96 1.31
H 0.45 1.98 -0.80
H 0.94 1.43 0.86
H -1.48 1.65 0.60
H -0.99 0.14 1.18
H -1.39 0.15 -1.84

---

No. 3
14
Properties=species:S:1:pos:R:3 method="wB97M-V/def2-TZVPD" smiles="C=C[C@H](C)SO" total_energy_ev=-17158.0018 total_charge=0 e_homo_ha=-0.322
C -0.84 -0.51 1.80
C 0.03 0.06 0.93
C 0.15 -0.14 -0.52
C 1.48 -0.69 -1.06
S -0.10 1.50 -1.35
O -1.40 1.96 -0.45
H -0.91 -0.31 2.83
H -1.53 -1.25 1.59
H 0.87 0.56 1.48
H -0.81 -0.68 -0.79
H 2.44 -0.38 -0.39
H 1.47 -0.09 -2.03
H 1.36 -1.82 -1.20
H -2.20 1.80 -0.85

---

No. 4
14
Properties=species:S:1:pos:R:3 method="wB97M-V/def2-TZVPD" spin_multiplicity=3 total_energy_ev=-17151.7109 total_charge=0 e_homo_ha="-0.172 / -0.347"
C 1.04 -1.51 0.34
C 1.36 -0.72 -0.65
C -1.50 0.80 -0.37
C -1.02 0.52 0.79
O 2.76 0.96 0.90
S 2.35 0.90 -0.50
H 0.48 -2.30 -0.01
H 0.96 -1.15 1.30
H 1.30 -0.96 -1.66
H 1.15 1.56 -0.55
H -1.14 1.56 -0.98
H -2.39 0.28 -0.68
H -1.45 -0.22 1.39
H -0.29 1.06 1.31

---

No. 5
15
Properties=species:S:1:pos:R:3 method="wB97M-V/def2-TZVPD" spin_multiplicity=2 total_energy_ev=-27994.4509 total_charge=-1 e_homo_ha="-0.075 / -0.116"
C -0.37 -0.78 1.54
C 0.64 -1.82 1.13
O 0.34 -2.98 0.80
C 0.29 0.58 1.41
S 1.17 1.05 -0.04
S -0.97 0.24 -1.31
C -1.07 1.77 -1.98
H -1.25 -0.77 0.91
H -0.57 -0.94 2.63
H 1.73 -1.53 1.28
H 1.03 0.55 2.14
H -0.41 1.28 1.74
H -0.14 2.26 -2.37
H -1.28 2.25 -1.07
H -1.95 1.65 -2.61

---

No. 6
15
Properties=species:S:1:pos:R:3 method="wB97M-V/def2-TZVPD" total_energy_ev=-27994.1637 total_charge=0 e_homo_ha=-0.332
C 0.61 0.98 -0.03
C -0.46 0.75 1.03
C 1.07 -0.28 -0.70
C 1.96 -1.11 -0.18
O -2.11 1.12 -1.04
S -2.10 -1.59 0.11
S -2.16 0.56 0.30
H 0.20 1.66 -0.78
H 1.46 1.47 0.45
H -0.27 -0.13 1.64
H -0.55 1.62 1.67
H 0.62 -0.50 -1.66
H 2.26 -2.01 -0.71
H 2.42 -0.94 0.77
H -2.98 -1.61 -0.88

---

No. 7
15
Properties=species:S:1:pos:R:3 method="wB97M-V/def2-TZVPD" total_energy_ev=-27991.8960 total_charge=0 e_homo_ha=-0.330
C -2.02 -1.13 1.74
C 1.12 1.06 -0.40
C 1.21 0.76 -1.84
C 0.60 1.54 -2.69
H -3.19 -1.49 1.74
H -1.54 -2.14 2.31
H -1.83 -0.29 2.56
H 0.49 2.02 -0.18
H 2.01 1.53 0.21
H 2.00 0.06 -2.25
H -0.11 2.35 -2.56
H 0.63 1.06 -3.72
O 1.35 -1.22 0.73
S -1.35 -0.47 0.12
S 0.43 0.05 0.84

---

No. 8
14
Properties=species:S:1:pos:R:3 method="wB97M-V/def2-TZVPD" total_energy_ev=-22850.5849 total_charge=0 e_homo_ha="-0.280 / -0.285"
C 0.05 0.49 -0.27
C -1.01 0.03 0.51
C -0.10 0.60 -1.72
C -0.98 -0.10 1.91
P 1.97 -1.39 0.82
P 1.13 -2.06 2.47
H 0.93 0.62 0.25
H -2.01 -0.17 -0.01
H 0.54 -0.19 -2.15
H -1.15 0.55 -2.08
H 0.38 1.61 -2.12
H -1.70 -0.77 2.43
H -0.52 0.47 2.69
H 2.75 -2.36 0.16

---

No. 9
13
Properties=species:S:1:pos:R:3 method="wB97M-V/def2-TZVPD" smiles="C=C[C@H](C)S" total_energy_ev=-15110.7955 total_charge=0 e_homo_ha=-0.334
C 1.86 -0.96 -0.28
C 0.79 -0.70 0.46
C -0.36 -0.19 -0.21
C -0.68 1.31 -0.09
S -1.88 -1.19 -0.14
H 1.80 -0.75 -1.35
H 2.85 -1.18 0.26
H 0.93 -0.67 1.58
H 0.01 -0.35 -1.24
H -0.95 1.37 0.94
H -1.69 1.54 -0.58
H -0.02 2.19 -0.35
H -2.67 -0.42 1.00

---

No. 10
13
Properties=species:S:1:pos:R:3 method="wB97M-V/def2-TZVPD" smiles="C=C(C)SC" total_energy_ev=-15112.0469 total_charge=0 e_homo_ha=-0.311
C -1.20 -1.72 0.37
C -0.56 -0.68 -0.10
C -1.10 0.62 -0.57
S 1.38 -0.83 -0.28
C 1.93 0.80 0.29
H -0.69 -2.62 0.67
H -2.27 -1.72 0.46
H -0.90 1.41 0.16
H -0.63 0.90 -1.51
H -2.17 0.54 -0.72
H 3.00 0.69 0.49
H 1.42 1.06 1.21
H 1.78 1.55 -0.47

---

No. 11
13
Properties=species:S:1:pos:R:3 method="wB97M-V/def2-TZVPD" smiles=C[C@@H]1S[C@@H]1C total_energy_ev=-15109.4685 total_charge=0 e_homo_ha=-0.308
C -0.52 0.91 -1.24
C -1.12 0.08 0.07
S -0.80 0.85 1.50
C -0.15 -0.76 0.98
C 1.31 -0.63 0.48
H 0.09 0.30 -1.96
H 0.11 2.00 -0.91
H -1.52 0.95 -1.89
H -2.12 -0.30 0.27
H -0.42 -1.60 1.57
H 1.57 0.38 0.07
H 2.32 -0.64 1.20
H 1.25 -1.53 -0.14

---

No. 12
14
Properties=species:S:1:pos:R:3 method="wB97M-V/def2-TZVPD" smiles="CCCC(=S)S" total_energy_ev=-25947.3641 total_charge=0 e_homo_ha=-0.323
C -2.18 0.39 -0.81
C -1.99 -0.62 0.22
C -0.68 -0.34 1.00
C 0.55 -0.13 0.22
S 1.36 -1.39 -0.32
S 1.05 1.58 -0.02
H -2.26 1.38 -0.27
H -1.28 0.51 -1.52
H -3.15 0.29 -1.34
H -1.94 -1.69 -0.23
H -2.77 -0.68 0.97
H -0.80 0.50 1.75
H -0.41 -1.23 1.62
H -0.05 2.17 0.58

---

No. 13
14
Properties=species:S:1:pos:R:3 method="wB97M-V/def2-TZVPD" smiles="CS/C=C/SC" total_energy_ev=-25946.4302 total_charge=0 e_homo_ha=-0.274
C -3.13 0.59 0.01
S -2.07 -0.71 -0.02
C -0.58 0.20 0.21
C 0.59 -0.34 0.02
S 1.98 0.66 -0.08
C 3.22 -0.65 0.05
H -2.68 1.28 -0.65
H -4.08 0.39 -0.59
H -3.34 1.22 0.87
H -0.77 1.28 0.21
H 0.62 -1.31 -0.23
H 3.92 -0.51 -0.76
H 2.64 -1.55 -0.08
H 3.67 -0.57 1.03

---

No. 14
15
Properties=species:S:1:pos:R:3 method="wB97M-V/def2-TZVPD" total_energy_ev=-36782.5695 total_charge=0 e_homo_ha=-0.321
C 0.40 -0.06 -1.29
C -0.37 0.28 0.02
C 0.51 0.47 1.25
C -1.24 -0.85 0.54
H 2.13 -1.21 -0.21
H -0.34 -0.19 -2.09
H 1.09 0.81 -1.41
H -0.35 2.28 -0.85
H 0.31 1.40 1.75
H 1.63 0.36 1.10
H -2.26 -0.59 0.72
H -1.26 -1.80 -0.02
S 1.37 -1.59 -1.25
S -1.45 1.69 -0.35
S -0.18 -0.99 2.07

---

No. 15
16
Properties=species:S:1:pos:R:3 method="wB97M-V/def2-TZVPD" smiles=SB1CCC[C@@H]1S total_energy_ev=-26640.8328 total_charge=0 e_homo_ha=-0.332
S 2.63 -0.01 0.83
B 1.02 0.12 0.25
C -0.15 1.16 0.76
C -1.37 0.79 -0.15
C -1.14 -0.67 -0.47
C 0.32 -0.80 -0.82
S 1.09 -2.48 -1.07
H 2.50 1.22 1.19
H -0.51 0.99 1.72
H 0.07 2.21 0.66
H -2.27 0.94 0.41
H -1.43 1.52 -0.94
H -1.35 -1.15 0.59
H -1.85 -1.02 -1.13
H 0.48 -0.31 -1.82
H 1.96 -2.52 -0.01

---

No. 16
20
Properties=species:S:1:pos:R:3 method="wB97M-V/def2-TZVPD" total_energy_ev=-164914.1716 total_charge=-1 e_homo_ha=-0.174
F -0.35 -0.98 2.63
C -1.35 -0.19 2.12
F -2.50 -0.43 2.91
Br -1.00 1.76 2.39
C -1.73 -0.49 0.59
F -2.06 0.73 -0.01
Br -3.45 -1.54 0.59
C -0.66 -1.33 -0.21
C 0.82 -0.72 -0.21
Ta 1.16 1.05 -1.69
S 3.01 1.87 -0.10
H -1.00 -1.38 -1.29
H -0.66 -2.38 0.20
H 1.52 -1.55 -0.57
H 1.20 -0.41 0.81
H -0.04 2.14 -0.74
H 1.56 2.53 -2.73
H 2.47 0.08 -2.60
H -0.17 0.46 -2.84
H 3.23 0.78 0.75

---

No. 17
17
Properties=species:S:1:pos:R:3 method="wB97M-V/def2-TZVPD" smiles=C[N+](C)(C)C(Cl)(Cl)Cl total_energy_ev=-43342.1910 total_charge=+1 e_homo_ha=-0.563
C 0.22 0.48 1.44
N 0.05 0.02 0.00
C 1.37 -0.39 -0.60
C -0.40 1.15 -0.81
C -0.99 -1.12 0.05
Cl -2.53 -0.60 0.56
Cl -1.26 -1.76 -1.92
Cl -0.40 -2.56 1.00
H -0.89 0.48 1.91
H 0.63 -0.26 2.07
H 0.68 1.45 1.51
H 1.07 -0.85 -1.52
H 1.96 0.43 -0.72
H 1.79 -0.96 0.13
H 0.25 1.98 -0.77
H -0.29 0.86 -1.86
H -1.25 1.64 -0.47

---

No. 18
19
Properties=species:S:1:pos:R:3 method="wB97M-V/def2-TZVPD" total_energy_ev=-36975.4334 total_charge=-1 e_homo_ha=-0.167
C 2.68 -0.07 0.14
C 1.21 0.52 -0.13
C 0.26 -0.75 -0.34
Cl 0.28 -1.33 -2.11
P -1.48 -0.61 0.44
F -2.23 -1.35 -0.93
C -1.81 1.15 -0.27
F -1.36 2.21 0.55
F -3.22 1.34 -0.27
F -1.44 1.37 -1.58
H 2.70 -0.29 1.26
H 2.84 -1.06 -0.37
H 3.49 0.69 -0.06
H 1.24 1.14 -1.07
H 0.95 1.11 0.79
H 0.78 -1.60 0.22
H -1.29 -1.93 1.03
H -2.77 -0.54 1.10
H -0.84 0.00 1.60

---

No. 19
15
Properties=species:S:1:pos:R:3 method="wB97M-V/def2-TZVPD" total_energy_ev=-18296.2205 total_charge=+1 e_homo_ha=-0.548
C 0.86 1.29 -0.75
C 1.07 -0.99 -0.22
C -0.48 0.29 1.01
C -1.97 0.15 -0.51
N 0.58 0.34 0.13
Cl -1.11 0.80 -1.76
H 0.80 2.35 -0.47
H 1.58 1.02 -1.55
H 2.01 -1.15 -0.89
H 0.32 -1.47 -0.75
H 1.36 -1.56 0.74
H -0.63 1.40 1.31
H -0.44 -0.53 1.66
H -2.37 -0.92 -0.63
H -2.66 0.87 -0.17

---

No. 20
17
Properties=species:S:1:pos:R:3 method="wB97M-V/def2-TZVPD" total_energy_ev=-30626.6786 total_charge=0 e_homo_ha="-0.242 / -0.242"
C 0.79 0.90 0.38
C 1.05 -1.56 0.66
C -0.09 1.89 -0.43
C -0.98 -0.40 -1.57
N 0.31 -0.45 0.71
N -0.83 -0.43 1.42
S -0.28 1.12 -2.16
Cl -0.09 -1.92 -1.87
H 1.62 0.49 -0.31
H 1.11 1.50 1.39
H 0.74 -2.52 1.17
H 1.99 -1.46 0.19
H -1.17 2.01 -0.17
H 0.37 2.88 -0.47
H -2.03 -0.64 -1.83
H -0.96 -1.24 2.03
H -1.56 -0.17 0.86

---

No. 21
19
Properties=species:S:1:pos:R:3 method="wB97M-V/def2-TZVPD" total_energy_ev=-25375.7239 total_charge=-1 e_homo_ha="-0.142 / -0.096"
C 2.81 0.98 0.10
C 1.60 -0.67 1.62
C -3.91 -0.95 -1.26
C 1.59 0.13 0.32
N -1.72 1.34 -0.29
N 0.40 1.02 0.38
N -0.55 0.58 -0.33
O -0.56 -0.45 -1.09
O -2.51 1.15 -1.22
Cl -5.10 -1.10 -0.04
H 2.52 1.65 -0.74
H 3.17 1.67 0.87
H 3.59 0.36 -0.15
H 1.32 -0.09 2.46
H 2.56 -1.06 1.81
H 0.91 -1.43 1.51
H -3.17 -1.79 -1.22
H -4.45 -0.69 -2.24
H 1.49 -0.68 -0.50

---

No. 22
16
Properties=species:S:1:pos:R:3 method="wB97M-V/def2-TZVPD" total_energy_ev=-20341.0869 total_charge=+1 e_homo_ha="-0.474 / -0.478"
C -0.41 -0.54 0.20
C -1.22 0.91 -0.90
C -1.93 0.54 -2.12
C 1.83 -0.17 1.26
N 0.30 0.00 1.31
O 2.05 -1.51 1.19
Cl -1.44 2.32 -0.04
H 0.36 -0.95 -0.58
H -1.37 1.02 -2.91
H -2.92 1.02 -2.14
H -2.03 -0.49 -1.92
H 2.06 0.30 0.36
H 2.45 0.25 2.20
H 0.14 0.93 1.39
H -0.04 -0.50 2.13
H 1.66 -1.88 2.01

---

No. 23
16
Properties=species:S:1:pos:R:3 method="wB97M-V/def2-TZVPD" total_energy_ev=-29133.0994 total_charge=+1 e_homo_ha=-0.483
C 2.83 0.68 -0.98
C 2.93 -0.64 -1.16
C -1.20 -0.60 0.02
C -2.33 1.09 2.02
N -1.17 -1.25 -1.14
S -2.70 0.35 0.41
Cl 1.86 -1.81 -0.56
H 3.61 1.35 -1.43
H 2.13 1.28 -0.38
H 3.82 -0.99 -1.60
H -0.45 -0.42 0.70
H -1.36 0.84 2.51
H -3.17 0.70 2.74
H -2.40 2.29 2.03
H -1.96 -1.08 -1.70
H -0.45 -1.79 -1.47

---

No. 24
16
Properties=species:S:1:pos:R:3 method="wB97M-V/def2-TZVPD" total_energy_ev=-32567.9990 total_charge=0 e_homo_ha=-0.304
C 1.52 2.23 0.16
C 0.39 -0.94 1.21
C 1.79 1.36 -0.80
C 0.73 -1.15 -0.03
Si -2.76 -0.52 -0.55
Si 0.40 0.21 -1.37
Cl -2.21 0.93 0.80
H 2.26 2.86 0.53
H 0.59 2.35 0.56
H 0.35 -1.77 1.88
H 0.02 -0.09 1.55
H 2.70 1.11 -1.14
H 0.80 -2.22 -0.23
H -4.12 -0.91 0.11
H -2.99 0.27 -1.72
H -1.87 -1.64 -0.60

---

No. 25
14
Properties=species:S:1:pos:R:3 method="wB97M-V/def2-TZVPD" smiles=CC(C)(C)F total_energy_ev=-7007.2929 total_charge=0 e_homo_ha=-0.390
C -1.28 -0.89 0.19
C 0.02 -0.04 0.21
C 1.42 -0.58 -0.08
C -0.27 1.26 -0.42
F 0.18 0.47 1.44
H -1.77 -0.89 -0.87
H -1.29 -1.84 0.54
H -2.00 -0.05 0.68
H 1.68 -1.42 0.56
H 1.98 -0.82 -1.26
H 2.03 0.20 0.70
H 0.42 1.02 -1.51
H -1.48 1.43 -0.41
H 0.36 2.15 0.22

---

No. 26
14
Properties=species:S:1:pos:R:3 method="wB97M-V/def2-TZVPD" smiles="C=CC.CF" total_energy_ev=-7009.4396 total_charge=0 e_homo_ha=-0.343
C -0.72 0.95 -0.26
C -1.77 0.38 0.34
C -2.57 -0.44 -0.65
H -0.24 1.70 0.35
H -0.24 0.65 -1.12
H -2.16 0.54 1.32
H -2.46 0.00 -1.68
H -2.20 -1.45 -0.59
H -3.64 -0.63 -0.51
C 3.19 -0.34 0.60
F 2.77 0.47 -0.42
H 2.37 -0.55 1.27
H 3.52 -1.27 0.22
H 4.15 0.00 1.13

---

No. 27
14
Properties=species:S:1:pos:R:3 method="wB97M-V/def2-TZVPD" smiles=CC(C)(C)F total_energy_ev=-7011.4400 total_charge=0 e_homo_ha=-0.415
C -0.78 1.21 -0.05
C 0.04 -0.04 0.30
C -0.75 -1.26 -0.17
C 1.52 0.03 -0.08
F 0.00 -0.14 1.68
H -0.80 1.46 -1.14
H -1.76 1.17 0.38
H -0.39 2.10 0.47
H -1.81 -1.12 0.24
H -0.73 -1.34 -1.27
H -0.30 -2.17 0.26
H 1.66 0.32 -1.17
H 2.08 0.75 0.62
H 2.02 -0.99 -0.06

---

No. 28
15
Properties=species:S:1:pos:R:3 method="wB97M-V/def2-TZVPD" smiles="CC(F)=[N+](C)C" total_energy_ev=-8493.5148 total_charge=+1 e_homo_ha=-0.583
C -1.73 1.24 0.45
C -1.01 0.03 0.15
F -1.74 -1.06 0.06
N 0.31 -0.24 -0.22
C 0.71 -1.56 -0.55
C 1.46 0.62 0.08
H -2.77 1.15 0.04
H -1.81 1.20 1.48
H -1.20 2.07 0.09
H 0.73 -2.35 0.32
H 1.65 -1.43 -1.08
H 0.07 -2.03 -1.28
H 1.36 1.51 0.71
H 1.89 0.87 -0.88
H 2.08 -0.01 0.62

---

No. 29
15
Properties=species:S:1:pos:R:3 method="wB97M-V/def2-TZVPD" smiles=CO[C@@H](C)CF total_energy_ev=-9057.5036 total_charge=0 e_homo_ha=-0.357
C 0.69 -0.90 -1.73
O -0.07 -1.09 -0.44
C 0.09 -0.06 0.51
C -1.10 0.96 0.40
C 0.15 -0.77 1.90
F -1.08 -0.95 2.39
H 1.73 -0.70 -1.58
H 0.24 -0.08 -2.22
H 0.69 -1.84 -2.22
H 1.13 0.36 0.34
H -2.00 0.46 0.33
H -0.98 1.64 -0.43
H -1.00 1.58 1.36
H 0.72 -0.14 2.55
H 0.58 -1.84 1.70

---

No. 30
15
Properties=species:S:1:pos:R:3 method="wB97M-V/def2-TZVPD" total_energy_ev=-9050.1769 total_charge=0 e_homo_ha=-0.382
C 1.52 -0.84 -0.11
C 0.21 -0.12 0.18
C 0.19 1.34 0.12
C -1.13 -0.63 -0.35
H 2.48 0.29 -0.21
H 2.00 -1.71 1.49
H 1.31 -1.71 -1.31
H 1.12 1.88 0.27
H -0.59 1.86 0.60
H 0.07 1.70 -0.96
H -1.22 -0.01 -1.43
H -1.00 -1.98 -0.59
H -2.73 0.56 0.15
O -2.32 -0.37 0.49
F 0.08 -0.27 1.66

---

No. 31
16
Properties=species:S:1:pos:R:3 method="wB97M-V/def2-TZVPD" smiles=CO[C@@H](CO)CF total_energy_ev=-11102.7484 total_charge=0 e_homo_ha=-0.357
C 0.51 -1.23 -1.34
O 1.35 -0.61 -0.25
C 0.62 0.30 0.55
C -0.09 1.47 -0.07
O -1.40 1.25 -0.64
C -0.23 -0.53 1.43
F -1.24 -0.90 0.53
H 0.02 -0.40 -1.93
H 1.10 -1.65 -2.33
H -0.12 -1.92 -1.02
H 1.22 0.95 1.24
H 0.65 1.75 -0.95
H -0.06 2.25 0.91
H -2.18 0.86 -0.04
H -0.53 -0.14 2.32
H 0.36 -1.46 1.58

---

No. 32
16
Properties=species:S:1:pos:R:3 method="wB97M-V/def2-TZVPD" total_energy_ev=-11103.3344 total_charge=0 e_homo_ha=-0.367
C 1.21 -1.51 -0.46
C -1.10 1.55 0.50
C 0.77 -0.19 0.34
C -0.52 0.41 -0.16
O 1.72 0.82 0.19
O -1.79 -1.07 0.43
F -0.67 0.38 -1.51
H 0.20 -1.95 -0.56
H 1.63 -1.29 -1.45
H 1.89 -1.89 0.22
H -0.39 2.36 0.72
H -1.36 1.26 1.59
H -2.04 1.92 -0.06
H 0.55 -0.61 1.37
H 2.00 0.61 -0.74
H -2.10 -0.79 -0.42